Entry from OMol25: a cluster of 4 separate species, C16H43BNO14PS in total (ωB97M-V/def2-TZVPD).

Summary:
E_LUMO	-0.10	eV
2S+1	1
structure (SMILES)	CB(O)O[P@@](=O)(ON)OCCCS(=O)(=O)O.COCCOC.COCCOC.COCCOC
orbital gap	8.773	eV
energy	-2507.7365	Eh
total charge	0

Structure (XYZ):
```
77
Properties=species:S:1:pos:R:3:forces:R:3
C 3.31104 3.64930 1.97102 1.357 -0.649 -0.535
B 3.50069 2.59134 0.68457 0.063 1.874 -0.740
O 3.84819 3.17046 -0.62752 -0.616 -3.594 2.362
O 3.34331 1.15974 1.00614 -2.943 -0.128 -2.684
P 2.08665 0.39899 0.07130 -1.383 0.672 -3.122
O 1.56302 1.23828 -1.16130 1.721 -2.446 4.682
O 2.81722 -1.06588 -0.61932 -2.975 3.382 1.901
N 4.09523 -1.18758 -0.22028 3.561 -0.892 0.799
O 0.82632 -0.15199 1.14830 2.266 1.373 -2.419
C -0.51808 0.13288 0.62050 -1.429 0.023 -0.205
C -0.83949 1.72273 0.92595 0.535 -0.025 -0.372
C -2.42755 2.06805 1.13766 0.851 1.725 0.817
S -3.59893 0.88048 0.25928 -1.000 -4.404 -3.274
O -3.87848 -0.43082 1.03952 1.129 5.245 -2.280
O -3.14448 0.62915 -1.22873 -1.358 1.526 6.031
O -5.10811 1.73512 0.12999 3.020 0.789 1.327
H 3.95640 3.16248 2.84903 -1.680 1.185 -1.604
H 2.18421 3.79036 2.27018 2.347 -0.190 -0.487
H 3.85361 4.63644 1.63797 -1.417 -1.697 0.897
H 3.90618 2.42263 -1.30416 -0.294 1.513 1.091
H 4.18794 -1.35395 0.80574 -0.060 0.420 -1.275
H 4.70687 -0.41558 -0.56508 -0.767 -0.899 0.647
H -1.26196 -0.58979 1.20979 1.761 1.711 -1.086
H -0.60776 -0.16566 -0.51488 0.237 0.928 2.294
H -0.22723 1.99461 1.91044 -1.641 -0.636 -1.934
H -0.40623 2.43422 0.08348 -0.947 -1.843 1.585
H -2.64276 3.14365 0.66653 0.337 -2.462 0.909
H -2.61777 2.14292 2.30578 -0.199 -0.564 -2.611
H -4.94569 2.69118 0.45307 -0.360 -2.055 -0.745
C -5.97769 -1.79056 3.01305 0.164 0.271 0.139
O -6.34411 -1.84706 4.38824 -0.212 -0.540 -0.184
C -7.25860 -2.91449 4.66009 0.481 0.232 0.466
C -6.54073 -4.11160 5.29212 -0.269 -0.079 -0.556
O -5.63449 -4.71907 4.36962 0.135 0.394 0.299
C -4.28270 -4.34810 4.61696 -0.064 -0.169 -0.154
H -5.11647 -1.12332 2.91599 -0.254 -0.122 0.087
H -5.70010 -2.77275 2.62163 -0.052 0.018 0.037
H -6.80793 -1.38070 2.42924 0.043 -0.050 -0.124
H -7.79454 -3.21154 3.75062 0.140 -0.049 0.067
H -7.99477 -2.52804 5.37345 0.005 -0.069 -0.012
H -7.28766 -4.86981 5.55334 0.019 0.054 0.003
H -6.02411 -3.81885 6.21493 -0.033 0.074 -0.153
H -3.91181 -4.87698 5.50073 0.084 0.078 0.041
H -4.17291 -3.26965 4.75883 -0.063 -0.035 0.019
H -3.68118 -4.64582 3.75350 -0.177 -0.033 0.090
C -5.52858 3.19192 -5.01752 0.143 0.182 0.210
O -4.35558 3.11388 -4.21341 -0.217 -0.245 -0.416
C -3.77239 1.80658 -4.23438 0.588 0.374 0.177
C -2.55999 1.75573 -5.16999 -0.542 -0.361 -0.058
O -2.94899 1.93383 -6.53317 0.083 0.458 0.175
C -2.69110 3.25345 -7.00033 -0.063 -0.241 -0.124
H -5.78416 4.24742 -5.14758 0.079 -0.113 0.105
H -5.37929 2.74797 -6.00525 0.026 -0.037 0.058
H -6.35657 2.68964 -4.50736 -0.074 -0.035 -0.110
H -4.51668 1.05067 -4.51229 0.097 0.094 -0.081
H -3.43903 1.59114 -3.21329 -0.058 -0.021 -0.207
H -2.10125 0.76327 -5.09510 -0.030 0.070 0.041
H -1.80505 2.49635 -4.87717 -0.163 -0.015 -0.004
H -1.61767 3.37894 -7.17444 0.009 0.131 0.019
H -3.04250 4.01328 -6.29718 0.033 -0.057 0.031
H -3.21744 3.39110 -7.94904 0.069 -0.136 0.111
C 10.20621 -1.47104 -1.04228 0.156 -0.172 0.100
O 10.06557 -1.89457 0.31029 -0.413 0.392 -0.167
C 9.20558 -1.03000 1.06032 0.046 -0.664 0.147
C 7.80981 -1.64119 1.22195 0.084 0.493 -0.326
O 7.13199 -1.72540 -0.03295 0.315 -0.216 0.226
C 7.15700 -3.04221 -0.57290 -0.178 0.049 -0.158
H 10.66987 -2.28393 -1.60847 -0.025 0.086 0.185
H 9.24223 -1.23599 -1.50104 0.014 0.014 0.067
H 10.86021 -0.59439 -1.08555 -0.047 0.041 -0.113
H 9.14994 -0.03696 0.59840 -0.084 -0.128 -0.017
H 9.65714 -0.91512 2.05182 -0.059 0.016 -0.032
H 7.21246 -0.98488 1.86496 0.056 -0.010 0.022
H 7.86399 -2.62468 1.70568 0.093 0.099 -0.119
H 6.45432 -3.67802 -0.02488 0.051 -0.076 -0.049
H 8.15763 -3.48116 -0.53686 -0.019 0.075 0.071
H 6.83980 -2.99102 -1.61827 -0.033 0.096 0.203
```
Positions in Å, forces in eV/Å.



Entry from OMol25: a structure of composition C16H43CrN8O2SbSi3 (ωB97M-V/def2-TZVPD).

Summary:
E_LUMO (alpha / beta)	-3.11 / -2.99	eV
2S+1	4
orbital gap (alpha / beta)	7.091 / 7.225	eV
energy above the lowest of the compared OMol25 structures with the same formula, charge and spin	0.0	kJ/mol
energy	-3377.1602	Eh
total charge	+1

Structure (XYZ):
```
74
Properties=species:S:1:pos:R:3:forces:R:3
Cr 0.41450 -0.39916 3.09368 -0.004 0.438 0.013
N 0.46243 1.06481 1.58560 -0.100 -0.040 -0.103
C -0.13203 2.35416 2.00202 -0.014 0.069 -0.021
C 0.12580 2.55923 3.48199 -0.021 -0.020 0.005
N -0.20648 1.32876 4.24064 0.072 -0.046 0.027
C -1.64943 1.15771 4.56796 0.017 0.040 -0.029
C -2.41215 0.44660 3.45857 0.014 -0.029 0.013
N -1.62907 -0.72808 3.00592 -0.057 -0.015 0.035
H 1.43688 1.19785 1.31527 -0.021 -0.018 -0.020
H 0.03280 0.72625 0.70465 0.152 -0.095 0.100
H -1.19875 2.31565 1.79465 -0.007 0.017 -0.023
H 0.26824 3.18762 1.42347 0.022 -0.006 0.012
H -0.43054 3.41730 3.86505 0.004 0.009 -0.002
H 1.18667 2.75932 3.64827 -0.005 0.005 0.009
H 0.26562 1.40653 5.14498 -0.012 0.022 0.012
H -2.10786 2.12483 4.78471 -0.010 -0.001 0.007
H -1.69757 0.57228 5.48665 0.006 -0.032 -0.009
H -2.57083 1.09459 2.60046 -0.003 -0.007 -0.014
H -3.39660 0.14857 3.82021 0.000 0.014 0.010
H -1.93525 -1.06311 2.09489 0.016 0.031 -0.047
H -1.75275 -1.50600 3.65221 -0.026 -0.013 -0.031
N 2.54096 -0.42039 3.10803 0.032 -0.006 0.154
N 2.91388 -1.10238 1.92055 -0.018 0.218 -0.105
C 1.92866 -1.95835 1.36678 0.068 -0.331 0.065
O 2.25165 -2.79246 0.56568 -0.056 0.117 -0.099
O 0.72104 -1.71711 1.81129 0.010 -0.271 -0.110
H 3.04352 0.46211 3.14296 -0.025 0.011 0.026
H 2.78679 -0.95489 3.94162 0.024 -0.004 -0.007
H 3.84759 -1.48998 1.92179 -0.014 -0.032 -0.032
N 0.56632 1.54717 7.36773 -0.005 0.007 -0.020
C 0.51756 0.39114 7.32282 -0.017 0.014 0.001
N 0.43768 -0.93225 7.17266 -0.011 0.000 -0.008
C 0.47134 -1.23505 5.93870 0.044 -0.038 -0.023
N 0.50522 -1.48251 4.78911 -0.044 -0.077 0.017
C -1.63571 1.37169 -4.69722 0.017 -0.074 0.006
Si -1.22378 1.55646 -2.88179 -0.066 0.116 -0.065
C -0.19985 3.11607 -2.64183 0.002 -0.018 -0.005
C -2.82467 1.73637 -1.91138 -0.004 -0.017 0.015
Sb 0.07651 -0.32987 -1.77783 -0.057 0.108 0.248
Si -1.32319 -2.40642 -2.26787 -0.025 0.050 -0.056
C -0.25353 -3.92676 -2.36885 0.048 0.063 -0.056
C -2.34440 -2.19809 -3.81882 -0.014 -0.003 0.007
C -2.44144 -2.49509 -0.75943 0.031 -0.040 0.040
Si 2.25688 -0.22102 -3.08615 0.172 0.016 -0.103
C 3.27246 1.05515 -2.15038 -0.025 -0.052 0.010
C 2.00326 0.37382 -4.84131 -0.053 -0.025 -0.006
C 3.13666 -1.87004 -3.08272 -0.093 -0.012 0.057
H -2.12416 2.28236 -5.05455 0.005 0.009 0.016
H -2.31476 0.53776 -4.87502 -0.013 0.001 0.003
H -0.74484 1.20783 -5.30334 0.006 0.014 0.000
H -0.82000 4.00211 -2.80092 0.005 0.000 -0.014
H 0.62896 3.16414 -3.35131 0.008 -0.013 0.015
H 0.22133 3.17457 -1.63519 -0.016 0.011 0.005
H -3.47707 2.47418 -2.38522 0.008 0.012 0.011
H -2.63097 2.07025 -0.88854 0.007 -0.008 0.008
H -3.37470 0.79448 -1.85859 -0.008 -0.009 -0.014
H 0.37146 -3.90875 -3.26367 -0.025 -0.014 -0.009
H -0.88751 -4.81579 -2.42165 0.032 -0.009 0.027
H 0.40264 -4.00737 -1.50291 0.030 -0.039 0.075
H -1.70978 -2.00790 -4.68604 -0.007 -0.005 -0.003
H -3.04296 -1.36552 -3.72086 -0.016 0.009 -0.011
H -2.92761 -3.10081 -4.01810 0.007 -0.008 0.012
H -1.82249 -2.60133 0.13601 0.020 -0.029 0.006
H -3.11392 -3.35458 -0.81203 -0.010 0.007 0.001
H -3.04889 -1.59251 -0.66197 -0.021 0.028 -0.021
H 2.81090 2.04369 -2.20084 -0.005 0.006 0.012
H 4.27927 1.13135 -2.56913 -0.011 0.005 -0.010
H 3.36558 0.76880 -1.09925 0.019 0.002 -0.016
H 1.54680 1.36451 -4.86690 0.006 0.007 -0.009
H 1.36628 -0.30755 -5.40831 0.003 0.001 -0.006
H 2.96696 0.43703 -5.35369 0.004 -0.005 0.014
H 3.63855 -2.04863 -2.13182 0.008 -0.002 0.051
H 3.88377 -1.88210 -3.88022 0.017 -0.015 0.032
H 2.45212 -2.70324 -3.24192 0.006 0.000 -0.071
```
Positions in Å, forces in eV/Å.



Entry from OMol25: a structure of composition C16H44AgGeN5Si2Te (ωB97M-V/def2-TZVPD).

Summary:
E_LUMO	0.20	eV
2S+1	1
orbital gap	6.669	eV
energy above the lowest of the compared OMol25 structures with the same formula, charge and spin	46.8	kJ/mol
energy	-3980.7368	Eh
total charge	0

Structure (XYZ):
```
70
Properties=species:S:1:pos:R:3:forces:R:3
Ag -0.65095 -1.75018 -0.75719 -0.152 -0.422 -0.163
C 4.37042 -2.04917 -1.79652 0.007 0.041 0.008
N 3.96044 -2.17101 -0.41415 0.079 -0.108 0.007
C 4.93021 -1.68273 0.55839 -0.025 0.019 -0.036
C 2.61464 -2.24138 -0.12955 -0.039 0.014 0.134
N 1.66814 -2.02292 -0.95828 -0.207 0.105 -0.065
N 2.37407 -2.69230 1.16921 -0.035 -0.006 -0.054
C 1.23833 -2.49040 1.95328 0.003 -0.044 -0.166
N 1.25744 -3.25505 3.10507 0.060 0.030 0.097
N 0.35444 -1.64410 1.62275 0.062 0.159 0.189
H 5.39865 -2.39796 -1.88787 0.004 0.016 0.003
H 4.32735 -1.01359 -2.15682 -0.012 -0.007 -0.003
H 3.74480 -2.67306 -2.43234 0.008 -0.019 0.004
H 5.74273 -2.39845 0.69940 0.004 -0.020 -0.013
H 4.45292 -1.48733 1.51426 -0.007 -0.010 0.001
H 5.36469 -0.74093 0.21129 -0.006 0.009 -0.004
H 2.00103 -1.63320 -1.83152 0.065 0.018 0.058
H 3.09674 -3.27207 1.55865 0.013 0.055 0.011
H 1.76641 -4.12373 3.08283 -0.055 -0.052 -0.066
H 0.36721 -3.33013 3.57045 -0.004 0.001 0.000
H -0.41502 -1.60571 2.28485 0.011 -0.041 -0.001
C -2.21871 -4.14945 1.62310 0.056 -0.062 -0.007
Ge -3.33010 -2.66789 0.94538 0.066 0.005 0.031
C -5.19198 -3.29555 1.08360 -0.046 -0.027 0.049
C -3.13981 -1.16322 2.20842 0.020 0.071 -0.002
C -2.78378 -2.11545 -0.81258 -0.006 0.187 0.046
H -2.38306 -4.31935 2.69104 -0.013 -0.014 -0.022
H -1.16089 -3.93524 1.44733 -0.069 -0.026 0.005
H -2.46579 -5.06994 1.08888 0.033 0.003 0.038
H -5.39704 -3.70850 2.07467 -0.022 0.015 -0.037
H -5.37919 -4.07277 0.33991 -0.011 0.010 0.028
H -5.88858 -2.47459 0.90056 0.020 -0.029 -0.005
H -2.91213 -1.50476 3.22198 -0.025 0.018 -0.010
H -4.07136 -0.59372 2.25012 0.039 -0.004 0.022
H -2.34961 -0.48024 1.88161 -0.036 -0.032 0.040
H -3.28625 -1.16148 -1.01765 0.000 -0.052 -0.054
H -3.15085 -2.83269 -1.55024 0.163 -0.006 -0.076
C -0.62894 3.01076 -3.55801 0.125 0.041 -0.048
Si -2.23414 2.55123 -2.71882 -0.017 -0.019 -0.061
C -3.52402 3.84945 -3.10901 -0.077 0.083 -0.054
C -2.80135 0.88271 -3.31571 -0.051 -0.098 -0.023
C -2.00775 2.50742 -0.86383 -0.060 -0.024 0.077
Te -0.49179 1.15479 -0.18572 0.129 0.285 0.058
C 1.15015 2.51985 -0.53453 0.001 -0.089 -0.001
Si 2.04070 2.89954 1.06741 0.022 0.005 0.001
C 2.73961 1.28934 1.72012 -0.006 -0.101 0.025
C 0.86614 3.67770 2.29017 -0.089 0.026 0.054
C 3.45486 4.08927 0.76557 0.079 0.052 -0.051
H -0.76984 3.04107 -4.64208 0.018 0.004 0.031
H 0.15186 2.27687 -3.34001 -0.029 0.035 -0.020
H -0.27146 3.99464 -3.24054 -0.001 -0.039 -0.027
H -3.70959 3.91000 -4.18531 -0.005 0.010 0.046
H -3.20666 4.83853 -2.76699 -0.023 -0.029 -0.019
H -4.47272 3.61313 -2.61925 0.028 0.021 -0.025
H -2.79925 0.84362 -4.40882 -0.015 -0.014 0.038
H -3.81767 0.66675 -2.97377 0.043 -0.010 -0.021
H -2.15398 0.08441 -2.94108 -0.031 0.010 -0.032
H -2.92815 2.16478 -0.38152 0.031 0.040 0.004
H -1.76461 3.48496 -0.44074 -0.024 -0.036 0.030
H 0.72207 3.40478 -1.00873 -0.005 -0.019 0.036
H 1.81268 2.04494 -1.26091 -0.004 0.066 -0.015
H 1.97384 0.50560 1.73541 0.046 0.009 0.017
H 3.12603 1.40614 2.73640 0.003 -0.013 -0.034
H 3.56541 0.95384 1.08317 -0.052 0.008 0.025
H 0.00113 3.03516 2.46841 0.025 0.036 0.010
H 0.50578 4.64063 1.91570 -0.002 -0.038 0.026
H 1.36159 3.85819 3.24800 -0.010 0.000 -0.034
H 4.18275 3.67868 0.06004 -0.023 0.028 0.027
H 3.97835 4.30289 1.70203 0.001 0.008 -0.046
H 3.09344 5.03858 0.36065 0.028 -0.033 0.020
```
Positions in Å, forces in eV/Å.



> Which of these has the highest total charge?

C16H43CrN8O2SbSi3



> Which value of total charge does entry 2 give?

+1



> Among the records above, which one has the highest energy?

C16H43BNO14PS



> What is the formula in the second record?

C16H43CrN8O2SbSi3